{"formula": "C2H4Cl3N2", "method": "ωB97M-V/def2-TZVPD", "species": ["C", "C", "N", "N", "Cl", "Cl", "Cl", "H", "H", "H", "H"], "xyz": [[-1.22, 0.12, -0.32], [1.40, -0.25, -0.21], [0.44, -0.31, -1.16], [-1.41, -0.06, 0.91], [1.44, -1.59, 0.81], [2.94, 0.13, -0.90], [1.10, 1.35, 0.87], [-2.10, 0.50, -1.02], [0.46, 0.33, -1.98], [-2.25, 0.24, 1.39], [-0.79, -0.47, 1.61]], "fmax_ev_per_a": 6.419, "orbital_gap_ev": 9.2533, "charge": 1, "energy_ev": -42675.8297, "multiplicity": 1}


{"formula": "C2H4ClFO", "method": "ωB97M-V/def2-TZVPD", "species": ["O", "C", "C", "F", "Cl", "H", "H", "H", "H"], "xyz": [[-0.80, -1.15, -0.79], [-0.67, -0.24, 0.48], [0.70, 0.55, 0.28], [0.42, 1.12, -0.95], [1.93, -0.62, -0.30], [-0.59, -0.56, -1.45], [-1.63, 0.60, 0.20], [-0.69, -0.72, 1.47], [1.32, 1.01, 1.07]], "fmax_ev_per_a": 6.002, "orbital_gap_ev": 11.4313, "charge": 0, "energy_ev": -19423.8713, "multiplicity": 1}


{"formula": "C2H4ClFS", "method": "ωB97M-V/def2-TZVPD", "species": ["F", "C", "Cl", "C", "S", "H", "H", "H", "H"], "xyz": [[0.21, -1.04, 0.98], [-0.40, 0.30, 0.73], [0.95, 1.31, 1.24], [-1.06, -0.08, -0.45], [-0.30, -0.81, -1.87], [-1.18, 0.56, 1.56], [-1.49, 0.84, -1.15], [-1.90, -0.61, -0.42], [0.20, -2.02, -1.65]], "fmax_ev_per_a": 8.364, "orbital_gap_ev": 10.2012, "charge": 0, "energy_ev": -28211.7089, "multiplicity": 1}


{"formula": "C2H4ClN", "method": "ωB97M-V/def2-TZVPD", "species": ["H", "N", "C", "C", "Cl", "H", "H", "H"], "xyz": [[2.02, 0.88, 0.34], [1.35, 0.25, -0.01], [0.20, 0.58, -0.33], [-1.06, -0.60, -0.50], [-2.60, 0.26, 0.07], [-0.40, 1.49, -0.39], [-1.40, -1.22, -1.34], [-0.71, -1.31, 0.28]], "fmax_ev_per_a": 3.335, "orbital_gap_ev": 10.9966, "charge": 0, "energy_ev": -16149.6939, "multiplicity": 1}


{"formula": "C2H4ClN2", "method": "ωB97M-V/def2-TZVPD", "species": ["C", "C", "N", "N", "Cl", "H", "H", "H", "H"], "xyz": [[0.77, -0.98, 0.73], [-1.11, 0.16, -0.34], [0.29, -0.18, -0.14], [1.30, 0.67, -0.31], [1.91, -1.98, 1.27], [-1.61, -0.05, 0.64], [-1.01, 1.22, -0.71], [-1.57, -0.51, -1.01], [1.02, 1.64, -0.12]], "fmax_ev_per_a": 1.755, "orbital_gap_ev": [8.6266, 8.9615], "charge": 1, "energy_ev": -17628.1089, "multiplicity": 1}


{"formula": "C2H4ClN2", "method": "ωB97M-V/def2-TZVPD", "species": ["C", "C", "N", "N", "Cl", "H", "H", "H", "H"], "xyz": [[-0.84, 1.74, 0.03], [0.13, -0.52, 0.00], [-0.47, 0.54, 0.08], [0.22, -1.78, 0.02], [2.40, 0.42, -0.03], [-1.31, 2.17, 0.80], [-0.60, 2.09, -0.92], [-0.62, -2.41, 0.11], [1.10, -2.25, -0.08]], "fmax_ev_per_a": 5.122, "orbital_gap_ev": [7.3716, 7.4548], "charge": 1, "energy_ev": -17630.3637, "multiplicity": 1}